Entry 1:
The following is a quantum chemistry calculation of 4 unconnected molecules or ions with the total composition C19H36N2O8S3 in a non-equilibrium geometry, from OMol25.

Results
M ... 516.70 g mol⁻¹
LUMO energy ... 0.39 eV
E_HOMO ... -9.21 eV
SMILES ... NC(=O)CC[C@@H]1CCC(=O)N1.O=S1(=O)CCCC1.O=S1(=O)CCCC1.O=S1(=O)CCCC1

ORCA input file:
```
! RIJCOSX wB97M-V def2-TZVPD def2/J DEFGRID3
* xyz 0 1
N -1.00 4.64 4.31
C -0.14 3.53 4.04
O -0.50 2.39 4.11
C 1.29 3.89 3.68
C 1.46 5.16 2.85
C 0.95 5.07 1.40
C 0.17 3.82 0.90
C 0.84 3.48 -0.46
C 1.39 4.84 -0.82
O 1.29 5.49 -1.83
N 2.01 5.24 0.37
H -1.60 4.81 3.50
H -1.60 4.39 5.09
H 1.78 4.07 4.65
H 1.77 3.03 3.22
H 2.53 5.39 2.82
H 0.95 5.98 3.36
H 0.28 5.93 1.25
H 0.12 2.94 1.54
H -0.85 4.16 0.71
H 0.17 2.98 -1.16
H 1.69 2.88 -0.14
H 2.44 6.16 0.36
O 1.74 0.85 0.26
S 1.30 -0.41 -0.29
O 1.89 -0.92 -1.51
C 1.37 -1.66 0.99
C 0.00 -1.58 1.66
C -1.02 -1.45 0.53
C -0.49 -0.38 -0.44
H 2.21 -1.43 1.65
H 1.52 -2.62 0.50
H -0.18 -2.46 2.28
H -0.05 -0.70 2.31
H -1.11 -2.41 0.01
H -2.00 -1.19 0.91
H -0.76 -0.59 -1.47
H -0.83 0.61 -0.16
O -3.46 -2.29 2.22
S -3.85 -3.55 1.64
O -3.25 -4.04 0.42
C -3.73 -4.80 2.92
C -5.09 -4.77 3.61
C -6.13 -4.66 2.48
C -5.64 -3.57 1.51
H -2.90 -4.56 3.58
H -3.55 -5.76 2.43
H -5.25 -5.65 4.22
H -5.16 -3.89 4.25
H -6.20 -5.62 1.96
H -7.12 -4.43 2.86
H -5.91 -3.78 0.48
H -6.00 -2.58 1.80
O 5.65 -2.03 -7.02
S 4.37 -1.37 -7.10
O 3.90 -0.82 -8.34
C 3.12 -2.46 -6.41
C 3.10 -2.12 -4.93
C 3.17 -0.59 -4.84
C 4.28 -0.13 -5.80
H 3.39 -3.49 -6.63
H 2.18 -2.21 -6.90
H 2.20 -2.51 -4.44
H 3.97 -2.56 -4.43
H 2.21 -0.16 -5.16
H 3.35 -0.25 -3.83
H 4.06 0.83 -6.26
H 5.25 -0.10 -5.31
*
```

Now the Löwdin charges, all in e: number 1, N, carries 0.112; number 2, C, carries -0.517; number 3, O, carries 0.083; number 4, C, carries -0.123; number 5, C, carries -0.142; number 6, C, carries -0.290; number 7, C, carries -0.113; number 8, C, carries -0.085; number 9, C, carries -0.478; number 10, O, carries 0.095; number 11, N, carries 0.075; number 12, H, carries 0.094; number 13, H, carries 0.088; number 14, H, carries 0.130; number 15, H, carries 0.123; number 16, H, carries 0.113; number 17, H, carries 0.101; number 18, H, carries 0.137; number 19, H, carries 0.092; number 20, H, carries 0.114; number 21, H, carries 0.119; number 22, H, carries 0.088; number 23, H, carries 0.136; number 24, O, carries -0.329; number 25, S, carries 0.680; number 26, O, carries -0.328; number 27, C, carries -0.224; number 28, C, carries -0.207; number 29, C, carries -0.219; number 30, C, carries -0.204; number 31, H, carries 0.107; number 32, H, carries 0.108; number 33, H, carries 0.114; number 34, H, carries 0.121; number 35, H, carries 0.110; number 36, H, carries 0.084; number 37, H, carries 0.104; number 38, H, carries 0.098; number 39, O, carries -0.322; number 40, S, carries 0.668; number 41, O, carries -0.319; number 42, C, carries -0.228; number 43, C, carries -0.219; number 44, C, carries -0.211; number 45, C, carries -0.215; number 46, H, carries 0.108; number 47, H, carries 0.109; number 48, H, carries 0.116; number 49, H, carries 0.120; number 50, H, carries 0.117; number 51, H, carries 0.115; number 52, H, carries 0.103; number 53, H, carries 0.105; number 54, O, carries -0.325; number 55, S, carries 0.659; number 56, O, carries -0.329; number 57, C, carries -0.234; number 58, C, carries -0.222; number 59, C, carries -0.215; number 60, C, carries -0.218; number 61, H, carries 0.105; number 62, H, carries 0.106; number 63, H, carries 0.113; number 64, H, carries 0.121; number 65, H, carries 0.119; number 66, H, carries 0.103; number 67, H, carries 0.101; number 68, H, carries 0.103

Entry 2:
The following is a quantum chemistry calculation of a molecular structure, C19H36N4OPPtS3 in a non-equilibrium geometry, from OMol25.

Results
M ... 658.78 g mol⁻¹
LUMO energy ... 2.42 eV
E_HOMO ... -3.88 eV

ORCA input file:
```
! RIJCOSX wB97M-V def2-TZVPD def2/J DEFGRID3
* xyz -1 1
Pt 0.22 0.06 -0.30
S -0.04 -2.31 -4.22
C 0.12 -1.40 -2.86
S 0.89 0.14 -2.72
S -0.57 -1.86 -1.32
N 0.36 1.97 0.34
P -0.23 3.29 0.74
N -0.43 4.36 -0.55
C -0.23 3.83 -1.89
C -1.51 3.16 -2.43
C -2.75 3.75 -1.74
C -2.56 5.25 -1.49
C -1.35 5.49 -0.56
N -1.75 3.20 1.52
C -2.28 4.21 2.44
C -2.83 3.56 3.72
C -1.95 2.38 4.11
C -2.06 1.29 3.04
C -2.38 1.90 1.67
N 0.70 4.20 1.82
C 1.31 5.49 1.54
C 2.84 5.44 1.67
C 3.33 4.06 1.24
C 2.83 3.00 2.22
C 1.45 3.41 2.78
H 0.60 3.12 -1.88
H 0.05 4.68 -2.53
H -1.46 2.09 -2.25
H -1.57 3.31 -3.51
H -2.90 3.25 -0.79
H -3.64 3.57 -2.35
H -3.46 5.69 -1.06
H -2.39 5.75 -2.45
H -1.69 5.67 0.44
H -0.82 6.40 -0.88
H -3.08 4.80 1.96
H -1.47 4.89 2.70
H -3.85 3.21 3.56
H -2.88 4.32 4.51
H -2.21 2.00 5.10
H -0.91 2.74 4.17
H -2.86 0.58 3.31
H -1.13 0.72 2.97
H -3.47 2.02 1.55
H -2.04 1.25 0.88
H 0.90 6.27 2.20
H 1.06 5.76 0.52
H 3.14 5.62 2.71
H 3.29 6.24 1.08
H 4.42 4.04 1.16
H 2.93 3.84 0.24
H 3.54 2.89 3.05
H 2.73 2.04 1.72
H 1.56 3.99 3.71
H 0.88 2.51 3.03
C 1.32 -0.34 3.55
O 1.44 -0.10 2.13
C 0.66 -0.79 1.26
C 0.58 -2.27 1.53
H 0.31 -0.63 3.82
H 1.56 0.61 4.03
H 2.02 -1.10 3.91
H 0.99 -2.56 2.48
H 1.13 -2.78 0.73
H -0.45 -2.62 1.44
*
```

Now the Löwdin charges, all in e: number 1, Pt, carries 0.830; number 2, S, carries 0.397; number 3, C, carries -1.867; number 4, S, carries 0.356; number 5, S, carries 0.387; number 6, N, carries -0.351; number 7, P, carries 0.536; number 8, N, carries -0.236; number 9, C, carries -0.225; number 10, C, carries -0.182; number 11, C, carries -0.198; number 12, C, carries -0.177; number 13, C, carries -0.219; number 14, N, carries -0.206; number 15, C, carries -0.225; number 16, C, carries -0.189; number 17, C, carries -0.194; number 18, C, carries -0.166; number 19, C, carries -0.235; number 20, N, carries -0.215; number 21, C, carries -0.216; number 22, C, carries -0.191; number 23, C, carries -0.195; number 24, C, carries -0.186; number 25, C, carries -0.232; number 26, H, carries 0.075; number 27, H, carries 0.114; number 28, H, carries 0.070; number 29, H, carries 0.108; number 30, H, carries 0.089; number 31, H, carries 0.104; number 32, H, carries 0.099; number 33, H, carries 0.104; number 34, H, carries 0.076; number 35, H, carries 0.108; number 36, H, carries 0.104; number 37, H, carries 0.099; number 38, H, carries 0.106; number 39, H, carries 0.104; number 40, H, carries 0.102; number 41, H, carries 0.090; number 42, H, carries 0.109; number 43, H, carries 0.070; number 44, H, carries 0.114; number 45, H, carries 0.065; number 46, H, carries 0.105; number 47, H, carries 0.090; number 48, H, carries 0.103; number 49, H, carries 0.102; number 50, H, carries 0.102; number 51, H, carries 0.110; number 52, H, carries 0.104; number 53, H, carries 0.083; number 54, H, carries 0.114; number 55, H, carries 0.069; number 56, C, carries -0.072; number 57, O, carries -0.191; number 58, C, carries -0.539; number 59, C, carries -0.137; number 60, H, carries 0.086; number 61, H, carries 0.083; number 62, H, carries 0.085; number 63, H, carries 0.057; number 64, H, carries 0.067; number 65, H, carries 0.067

Entry 3:
The following is a quantum chemistry calculation of 4 unconnected molecules or ions with the total composition C19H36O12 in a non-equilibrium geometry, from OMol25.

Results
M ... 456.48 g mol⁻¹
LUMO energy ... 0.52 eV
E_HOMO ... -9.26 eV
SMILES ... C#CC[C@H](OC)[C@@H](COCC)OC.COC(=O)OC.COC(=O)OC.COC(=O)OC

ORCA input file:
```
! RIJCOSX wB97M-V def2-TZVPD def2/J DEFGRID3
* xyz 0 1
C -3.38 -4.53 0.85
C -2.48 -4.90 0.09
C -1.55 -5.62 -0.96
C -0.74 -4.49 -1.76
O -1.05 -4.62 -3.17
C -1.75 -3.45 -3.64
C 0.84 -4.52 -1.55
C 1.38 -2.98 -1.57
O 2.06 -2.72 -0.34
C 1.33 -1.83 0.52
C 0.02 -2.45 1.16
O 1.24 -5.08 -0.29
C 2.23 -6.11 -0.44
H -4.34 -4.46 1.42
H -2.19 -6.19 -1.69
H -0.90 -6.37 -0.43
H -1.15 -3.48 -1.43
H -2.18 -3.67 -4.68
H -2.64 -3.17 -3.00
H -1.06 -2.55 -3.75
H 1.32 -5.05 -2.44
H 2.11 -2.86 -2.44
H 0.55 -2.23 -1.76
H 2.03 -1.60 1.39
H 1.02 -0.88 -0.02
H -0.15 -1.91 2.15
H 0.12 -3.55 1.44
H -0.91 -2.25 0.54
H 2.91 -5.96 -1.34
H 1.74 -7.14 -0.44
H 2.89 -6.08 0.49
C -3.25 2.57 -2.48
O -2.95 1.35 -3.15
C -3.03 1.43 -4.49
O -3.33 2.40 -5.13
O -2.73 0.22 -4.99
C -2.78 0.15 -6.42
H -3.14 2.39 -1.41
H -2.54 3.35 -2.77
H -4.27 2.88 -2.68
H -2.06 0.84 -6.86
H -3.79 0.37 -6.78
H -2.52 -0.87 -6.71
C 3.06 1.20 0.42
O 2.31 2.31 -0.07
C 2.33 3.38 0.74
O 2.89 3.46 1.80
O 1.60 4.35 0.17
C 1.52 5.55 0.93
H 2.98 0.40 -0.32
H 4.11 1.46 0.53
H 2.64 0.84 1.36
H 2.51 5.99 1.07
H 1.04 5.37 1.90
H 0.91 6.26 0.37
C 2.81 4.11 5.61
O 1.76 4.50 6.50
C 0.93 5.42 6.00
O 1.00 5.93 4.91
O 0.00 5.69 6.94
C -0.97 6.66 6.54
H 3.42 3.36 6.11
H 2.40 3.67 4.70
H 3.44 4.97 5.37
H -1.52 6.32 5.67
H -0.48 7.62 6.34
H -1.66 6.79 7.37
*
```

Now the Löwdin charges, all in e: number 1, C, carries 0.060; number 2, C, carries -0.120; number 3, C, carries -0.081; number 4, C, carries -0.286; number 5, O, carries -0.184; number 6, C, carries -0.103; number 7, C, carries -0.217; number 8, C, carries -0.123; number 9, O, carries -0.177; number 10, C, carries -0.262; number 11, C, carries -0.081; number 12, O, carries -0.204; number 13, C, carries -0.089; number 14, H, carries 0.049; number 15, H, carries 0.127; number 16, H, carries 0.111; number 17, H, carries 0.116; number 18, H, carries 0.098; number 19, H, carries 0.101; number 20, H, carries 0.097; number 21, H, carries 0.154; number 22, H, carries 0.133; number 23, H, carries 0.119; number 24, H, carries 0.123; number 25, H, carries 0.116; number 26, H, carries 0.083; number 27, H, carries 0.085; number 28, H, carries 0.067; number 29, H, carries 0.100; number 30, H, carries 0.097; number 31, H, carries 0.102; number 32, C, carries -0.044; number 33, O, carries -0.002; number 34, C, carries -0.607; number 35, O, carries 0.126; number 36, O, carries -0.009; number 37, C, carries -0.045; number 38, H, carries 0.093; number 39, H, carries 0.099; number 40, H, carries 0.098; number 41, H, carries 0.099; number 42, H, carries 0.099; number 43, H, carries 0.090; number 44, C, carries -0.050; number 45, O, carries 0.004; number 46, C, carries -0.605; number 47, O, carries 0.118; number 48, O, carries 0.000; number 49, C, carries -0.038; number 50, H, carries 0.085; number 51, H, carries 0.101; number 52, H, carries 0.092; number 53, H, carries 0.100; number 54, H, carries 0.092; number 55, H, carries 0.093; number 56, C, carries -0.038; number 57, O, carries 0.001; number 58, C, carries -0.605; number 59, O, carries 0.116; number 60, O, carries 0.000; number 61, C, carries -0.048; number 62, H, carries 0.094; number 63, H, carries 0.090; number 64, H, carries 0.100; number 65, H, carries 0.097; number 66, H, carries 0.098; number 67, H, carries 0.093